Here is a gas-phase ion, C2H3N4S (charge +1) in a non-equilibrium geometry from OMol25. Energies are from wB97M-V/def2-TZVPD.

Output
- E_LUMO (alpha / beta): -7.927 / -7.926 eV
- Gap between HOMO and LUMO (alpha / beta): 7.0 / 7.0 eV
- Relative energy (zero: lowest compared OMol25 entry of this formula, charge and spin): 0.0 kcal per mole
- Charge: +1
- Multiplicity: 1

CARTESIAN COORDINATES (ANGSTROEM)
C1 -2.40164 -0.11554 -0.00265
C2 -0.93524 -0.15467 -0.08185
N1 -2.81274 -1.41803 0.13823
N2 -1.84734 -2.20518 0.01769
N3 -0.68065 -1.50874 -0.10396
N4 0.03379 0.71394 0.08220
S1 -3.40080 1.27088 -0.03677
H1 0.19565 -1.93859 -0.35862
H2 -0.29538 1.64795 0.28088
H3 0.87562 0.21449 0.29637

Here is 2 unconnected molecules or ions with the total composition C3H2N2O2 in a non-equilibrium geometry from OMol25. Energies are from wB97M-V/def2-TZVPD.

Output
- E_LUMO: -0.255 eV
- Gap between HOMO and LUMO: 11.0 eV
- Relative energy (zero: lowest compared OMol25 entry of this formula, charge and spin): 10.7 kcal per mole
- Multiplicity: 1

CARTESIAN COORDINATES (ANGSTROEM)
C1 -1.80609 -0.77763 1.15196
C2 1.06651 0.19305 -0.41818
O1 -2.58985 0.02816 0.82701
N1 1.74225 1.16795 0.02136
C3 -0.26307 0.43347 -0.96291
O2 -1.09937 -1.60904 1.50738
N2 -1.24823 0.36380 -1.55540
H1 2.74881 1.01586 0.05630
H2 1.44904 -0.81563 -0.62752

Here is a molecular structure, C3H5DyO3 in a non-equilibrium geometry from OMol25. Energies are from wB97M-V/def2-TZVPD.

Output
- E_LUMO (alpha / beta): -21.322 / -24.811 eV
- Gap between HOMO and LUMO (alpha / beta): 8.0 / 4.4 eV
- Charge: +4
- Multiplicity: 6

CARTESIAN COORDINATES (ANGSTROEM)
H1 1.61271 -0.86901 -0.32955
O1 0.73418 -1.08411 0.01858
C1 0.90792 1.72031 0.68615
C2 -0.30793 -0.49512 -0.77620
O2 1.77385 2.41729 0.45729
O3 -0.12605 1.18421 0.98418
C3 -1.12380 0.42474 0.07989
Dy1 0.69991 -3.24297 1.40684
H2 -0.91665 -1.26507 -1.25964
H3 0.13159 0.10708 -1.58177
H4 -1.76089 -0.12915 0.77520
H5 -1.62484 1.23179 -0.46096

Here is 11 unconnected molecules or ions with the total composition C62H54Br2N10O20 in a non-equilibrium geometry from OMol25. Energies are from wB97M-V/def2-TZVPD.

Output
- E_LUMO: -0.875 eV
- Gap between HOMO and LUMO: 8.7 eV
- Relative energy (zero: lowest compared OMol25 entry of this formula, charge and spin): 137.7 kcal per mole
- Multiplicity: 1

CARTESIAN COORDINATES (ANGSTROEM)
Br1 -0.07041 1.83313 -0.23409
C1 -1.02725 0.27626 -0.79803
C2 -0.81388 -1.02194 0.06880
Br2 -2.49069 -2.09363 -0.24255
H1 -0.84241 0.18032 -1.86795
H2 -2.09555 0.46792 -0.89867
H3 -0.84633 -0.70979 1.11263
H4 0.03505 -1.60370 -0.29034
C3 0.28767 3.78654 4.34733
C4 1.16917 3.47663 5.36530
C5 2.54062 3.53257 5.14480
C6 2.89109 3.79347 3.82706
C7 2.01839 3.96284 2.72524
C8 0.63955 4.03945 3.00345
N1 4.31931 3.78775 3.51080
O1 4.81108 4.49571 2.59201
O2 5.00118 3.08799 4.28606
H5 -0.75824 3.90285 4.59013
H6 0.82946 3.28315 6.37206
H7 3.26435 3.51031 5.94612
H8 2.45994 4.02393 1.74152
H9 -0.15648 4.09487 2.27566
C9 -2.07359 -7.06984 -1.67111
C10 -1.12646 -8.05646 -1.64662
C11 0.22103 -7.83818 -1.28171
C12 0.61786 -6.57358 -1.08034
C13 -0.34741 -5.53025 -1.02191
C14 -1.67283 -5.87503 -1.31891
N2 2.05149 -6.26565 -0.82407
O3 2.82966 -7.16106 -0.76950
O4 2.42723 -5.11880 -0.72968
H10 -3.05278 -7.43788 -1.93972
H11 -1.37365 -9.08492 -1.86466
H12 0.91676 -8.65963 -1.36885
H13 0.06505 -4.59337 -0.67761
H14 -2.47079 -5.16558 -1.15656
C15 -1.17749 9.26279 2.94432
C16 -0.56926 8.04563 3.05972
C17 0.12402 7.46585 1.90844
C18 0.30111 8.34043 0.80975
C19 -0.26829 9.61106 0.72914
C20 -1.02205 10.06910 1.82158
N3 1.00084 7.83976 -0.43500
O5 1.45519 8.69325 -1.19922
O6 1.11285 6.60793 -0.61557
H15 -1.66281 9.65030 3.82789
H16 -0.69037 7.31412 3.84497
H17 0.50178 6.46187 2.03385
H18 -0.10754 10.27949 -0.10379
H19 -1.47769 11.04342 1.72403
C21 3.58205 5.83837 -4.07151
C22 3.74665 5.21505 -2.88150
C23 3.68038 3.82309 -2.85388
C24 3.46179 3.07014 -4.00872
C25 3.33441 3.76505 -5.23826
C26 3.31155 5.14957 -5.24641
N4 3.47978 1.61923 -4.00580
O7 2.96790 1.14379 -5.03960
O8 3.87117 1.01387 -3.08020
H20 3.72352 6.90886 -4.09227
H21 3.83084 5.73256 -1.93731
H22 3.92963 3.33323 -1.92420
H23 3.29248 3.23012 -6.17552
H24 3.14173 5.68169 -6.17075
C27 -6.99091 -4.87087 -0.45788
C28 -5.73674 -4.39837 -0.82958
C29 -5.12603 -4.89005 -1.93457
C30 -5.79777 -5.78843 -2.81001
C31 -7.09245 -6.19338 -2.48237
C32 -7.63739 -5.77881 -1.28812
N5 -5.20239 -6.08542 -4.14676
O9 -5.80838 -6.71825 -4.93721
O10 -3.99552 -5.75671 -4.25870
H25 -7.50909 -4.45934 0.39566
H26 -5.27472 -3.72571 -0.12213
H27 -4.12910 -4.57795 -2.20866
H28 -7.75554 -6.71214 -3.15882
H29 -8.69122 -5.89266 -1.08103
C33 -2.72067 -1.66030 4.38211
C34 -3.59309 -1.47113 3.29527
C35 -3.69567 -0.30541 2.61133
C36 -3.16436 0.84257 3.21901
C37 -2.48309 0.73425 4.48204
C38 -2.14805 -0.51827 4.94666
N6 -3.33845 2.16409 2.59702
O11 -4.02247 2.26704 1.65197
O12 -2.92432 3.17898 3.11697
H30 -2.51050 -2.60447 4.86249
H31 -4.13784 -2.32688 2.92465
H32 -4.36250 -0.14118 1.77780
H33 -2.02681 1.61218 4.91498
H34 -1.40464 -0.53621 5.72986
C39 1.74950 -4.09350 -4.93682
C40 1.80695 -2.80529 -4.39885
C41 0.64154 -2.14106 -3.96346
C42 -0.54629 -2.88530 -4.17350
C43 -0.59513 -4.13565 -4.83943
C44 0.60740 -4.80208 -5.07934
N7 -1.86180 -2.24773 -3.83402
O13 -1.80095 -0.99439 -3.85672
O14 -2.81541 -2.91033 -3.57279
H35 2.69251 -4.53961 -5.21629
H36 2.78096 -2.41298 -4.14629
H37 0.61671 -1.14535 -3.54591
H38 -1.56294 -4.56309 -5.05633
H39 0.62651 -5.72338 -5.64258
C45 -5.37585 0.22475 -2.13010
C46 -5.66664 1.01285 -1.02814
C47 -5.29335 2.37714 -1.05111
C48 -4.51860 2.84433 -2.12508
C49 -4.21295 1.99167 -3.18008
C50 -4.64011 0.69801 -3.20070
N8 -3.93279 4.24022 -2.02154
O15 -3.45937 4.79028 -3.00447
O16 -3.77003 4.77871 -0.92020
H40 -5.70532 -0.79812 -2.02243
H41 -6.18115 0.61289 -0.16690
H42 -5.41099 3.17295 -0.33051
H43 -3.63754 2.37289 -4.01072
H44 -4.52275 0.08767 -4.08394
C51 2.19645 -0.74014 4.26678
C52 3.49815 -0.14630 4.30050
C53 4.32304 -0.26544 5.47404
C54 3.88385 -1.17266 6.48317
C55 2.63340 -1.80942 6.38084
C56 1.72094 -1.48119 5.34881
N9 4.69724 -1.48032 7.65332
O17 4.52369 -2.50096 8.26279
O18 5.58440 -0.66526 7.93537
H45 1.55661 -0.58121 3.41137
H46 3.80770 0.53785 3.52427
H47 5.28662 0.17793 5.67733
H48 2.41500 -2.45627 7.21767
H49 0.72134 -1.87515 5.23929
C57 7.65629 -2.24951 -0.79502
C58 7.14966 -1.69699 0.44515
C59 5.73202 -1.51802 0.53890
C60 4.90173 -1.84967 -0.51923
C61 5.44980 -2.25041 -1.81794
C62 6.84784 -2.42531 -1.91428
N10 3.49314 -1.45123 -0.53465
O19 3.16861 -0.54907 0.19435
O20 2.70153 -2.06865 -1.32898
H50 8.72305 -2.26266 -0.96313
H51 7.87730 -1.45843 1.20675
H52 5.36297 -0.93164 1.36736
H53 4.92121 -2.41892 -2.74454
H54 7.38267 -2.69065 -2.81425